(1)
{
  "formula": "C22H29N4O8",
  "method": "the ωB97M-V functional and the def2-TZVPD basis",
  "mol_weight_g_mol": 477.49,
  "lumo_energy_ev": 0.92,
  "gap_ev": 3.56,
  "total_charge": -1,
  "largest_force_ha_per_bohr": 0.0667,
  "species": ["C", "H", "H", "H", "H", "C", "H", "H", "O", "H", "H", "C", "O", "H", "N", "H", "C", "C", "H", "N", "C", "C", "C", "H", "O", "C", "H", "C", "H", "O", "C", "C", "H", "C", "C", "H", "H", "C", "N", "C", "H", "O", "H", "H", "O", "C", "O", "H", "H", "H", "H", "N", "C", "O", "C", "C", "H", "H", "H", "C", "H", "C", "H"],
  "coordinates": [[4.72395, -2.08169, -1.75466], [5.28825, -2.98751, -1.97637], [-1.05648, 4.94845, -0.84904], [-1.62812, -7.80489, 0.59548], [4.77501, 0.05317, -2.01480], [-2.86120, 1.05661, 1.52350], [1.46450, -1.38156, 0.39895], [-3.08703, 4.47710, 3.25326], [-0.35147, 2.83704, -2.25690], [-5.16599, 3.18307, 2.66126], [2.83104, 3.39980, -0.14612], [0.28963, 6.33113, 0.09420], [0.65043, -2.66662, 1.64705], [-1.50482, -2.90738, 0.70776], [0.55827, 2.82104, -1.42066], [-3.47966, -4.11594, -0.25902], [-3.07591, 3.63771, 2.57378], [-4.10273, 1.70959, 1.52390], [-2.72738, 0.07895, 1.08455], [-0.33042, 1.12503, 1.85852], [2.16112, 4.24685, -0.13481], [-2.61715, -4.64496, 0.11862], [-1.54343, -3.98648, 0.68683], [-0.37641, 7.16188, 0.27488], [1.13180, 1.81767, -1.11698], [-1.80558, 3.11609, 2.36650], [6.39904, -0.67491, -2.04601], [-2.59857, -6.03242, 0.11053], [5.34123, -0.94820, -3.41019], [-0.18901, 0.02969, 1.26412], [-0.44658, -6.06004, 1.19542], [-0.49888, -4.64183, 1.21053], [1.67489, -0.04084, -0.54573], [-0.03999, 5.10811, -0.52095], [-4.20915, 2.92864, 2.22982], [-3.46056, -6.55823, -0.27275], [2.37573, -1.52114, -1.03715], [-1.89532, -0.55450, -1.92320], [1.63348, -1.04998, -0.53998], [-1.68161, 1.75719, 1.88584], [1.88760, 7.39310, 1.07642], [1.20741, -4.42065, 2.71859], [-4.96258, 1.10059, 1.28688], [-2.97225, -0.64374, -2.06590], [3.43625, -2.25381, -2.23841], [-1.53111, -6.73019, 0.64027], [0.60306, 1.79375, 2.30590], [-1.37235, -2.72946, -2.00229], [3.48629, 5.57542, 0.96333], [-1.68330, -0.21171, -0.91047], [0.42210, -6.55117, 1.60846], [0.59536, -3.85444, 1.89258], [0.90926, 4.05860, -0.69991], [0.16906, -1.67405, -2.83798], [2.51494, 5.42081, 0.51729], [5.35556, -0.81438, -2.32853], [-1.79041, -2.08593, -3.46047], [-1.76072, 0.33086, -2.54459], [4.68470, -1.93536, -0.67525], [1.59441, 6.43949, 0.66281], [-0.99285, 3.70687, 2.76256], [-1.20944, -1.81829, -2.57789], [0.84413, -1.26201, -1.13334]],
  "lowdin_charge": [-0.546, 0.068, 0.109, 0.101, 0.047, 0.003, 0.060, 0.103, 0.087, 0.101, 0.123, -0.057, 0.048, 0.119, -0.324, 0.110, -0.099, -0.049, 0.100, -0.292, -0.006, -0.053, -0.030, 0.096, 0.090, -0.001, 0.037, -0.086, 0.055, 0.046, 0.013, -0.117, 0.072, -0.004, -0.079, 0.101, 0.039, -0.117, 0.278, -0.095, 0.096, 0.118, 0.103, 0.034, -0.368, -0.082, 0.064, 0.047, 0.106, 0.012, 0.112, -0.340, -0.124, -0.360, -0.077, -0.144, 0.060, 0.044, 0.056, -0.084, 0.109, -0.486, 0.053]
}


(2)
{
  "formula": "C22H29N6O8",
  "method": "the ωB97M-V functional and the def2-TZVPD basis",
  "mol_weight_g_mol": 505.51,
  "lumo_energy_ev": -2.82,
  "gap_ev": 8.88,
  "total_charge": 1,
  "largest_force_ha_per_bohr": 0.0710,
  "species": ["C", "C", "O", "N", "N", "C", "H", "H", "H", "H", "H", "C", "C", "O", "C", "H", "H", "H", "O", "N", "H", "O", "N", "C", "H", "C", "H", "C", "C", "C", "C", "C", "C", "H", "C", "H", "O", "C", "C", "C", "C", "H", "O", "N", "N", "H", "C", "H", "H", "H", "H", "H", "H", "C", "H", "H", "H", "O", "H", "H", "C", "H", "H", "H", "O"],
  "coordinates": [[-5.04566, -0.89248, -2.57399], [-2.83242, -6.70005, 0.45430], [-5.86597, -1.63303, -3.35490], [-4.87854, -7.37608, -0.74041], [3.58468, 4.39022, 0.98016], [5.67489, 3.97957, 2.14542], [1.82452, -2.69555, 2.73629], [1.37537, -2.06940, 0.67441], [-0.26779, -4.71239, -0.56824], [1.57018, -1.62807, 4.08072], [6.38434, 3.16342, 2.28165], [1.06156, -0.89971, 2.28105], [-1.99735, -5.18515, -1.74702], [-5.41961, 0.10475, -1.97850], [1.24511, 3.55258, 0.83294], [-6.72480, -1.18363, -3.31915], [-3.77527, -5.86076, -2.71570], [5.26818, 4.27034, 3.11218], [-5.25303, -7.96544, 0.28218], [1.02280, -1.19626, 1.01100], [2.25487, 2.31644, 2.27878], [-5.52166, -7.36517, -1.79659], [0.67299, 0.27116, 2.75723], [-1.62141, -6.00624, 0.50188], [0.92749, 4.24094, 1.61823], [-1.20651, -5.25257, -0.59686], [0.62694, -0.53719, 0.35299], [2.44385, 4.15790, 0.06739], [-1.30862, -0.84730, -1.85716], [0.30708, 1.47173, 1.97887], [3.19532, 7.24237, 0.42423], [-3.63660, -1.31897, -2.43178], [-2.63468, -0.43000, -1.99093], [2.02722, 1.54576, 0.69657], [1.97193, 5.35447, -0.79075], [4.22599, 6.90277, 0.30957], [4.56968, 2.36724, 0.79960], [4.55941, 3.51014, 1.23989], [1.55915, 2.18090, 1.45007], [-3.64805, -6.67325, -0.69759], [-0.96744, -2.16558, -2.15875], [0.69179, 0.38072, 3.75702], [-1.61316, -4.38844, -2.79400], [1.50904, -1.81428, 3.09580], [2.34592, 6.62624, -0.59667], [3.18561, 8.32745, 0.29932], [-1.94373, -3.07741, -2.57296], [-4.01558, -3.35048, -3.06413], [-1.00882, -6.06133, 1.39656], [2.76210, 3.42102, -0.67366], [0.06113, -2.49488, -2.07806], [2.82266, 7.01303, 1.42413], [-0.53531, 0.90498, -1.83765], [-3.19300, -5.91260, -1.80038], [6.18621, 4.82370, 1.68548], [-0.34539, 1.20590, 1.14486], [-0.23762, 2.16125, 2.62717], [-0.35077, 0.03453, -1.43485], [-2.90831, 0.59515, -1.75566], [0.41518, 3.42439, 0.13584], [-3.26483, -2.64165, -2.72603], [-3.13182, -7.27526, 1.32744], [3.66994, 5.30012, 1.40330], [1.94294, 7.25328, -1.27825], [1.20770, 5.11615, -1.71392]],
  "lowdin_charge": [-0.458, 0.013, 0.127, -0.335, 0.102, 0.010, 0.134, 0.134, 0.110, 0.136, 0.089, -0.472, -0.250, 0.104, -0.127, 0.137, 0.134, 0.084, 0.081, 0.250, 0.116, 0.084, 0.105, -0.052, 0.127, 0.007, 0.088, -0.174, -0.296, -0.140, -0.065, -0.100, 0.061, 0.112, -0.454, 0.085, 0.039, -0.552, -0.182, -0.131, 0.072, 0.159, 0.031, 0.215, 0.045, 0.098, -0.238, 0.133, 0.108, 0.158, 0.129, 0.085, 0.134, 0.101, 0.085, 0.116, 0.135, 0.008, 0.132, 0.118, 0.080, 0.122, 0.091, 0.149, 0.053]
}


(3)
{
  "formula": "C22H29OPt",
  "method": "the ωB97M-V functional and the def2-TZVPD basis",
  "mol_weight_g_mol": 504.55,
  "lumo_energy_ev": [-4.15, -5.95],
  "gap_ev": [5.55, 5.49],
  "total_charge": 1,
  "multiplicity": 5,
  "largest_force_ha_per_bohr": 0.0851,
  "species": ["C", "C", "C", "H", "C", "C", "C", "C", "H", "H", "C", "H", "H", "H", "H", "H", "H", "H", "H", "C", "H", "C", "H", "H", "H", "C", "H", "C", "H", "C", "C", "H", "C", "C", "H", "C", "H", "H", "O", "H", "H", "H", "H", "C", "H", "C", "C", "H", "H", "H", "Pt", "C", "C"],
  "coordinates": [[0.48200, 2.55512, -3.26205], [-0.22938, -2.99781, -3.16516], [0.53931, 1.41344, -2.45386], [-1.28317, -3.23628, -2.97471], [0.01532, -2.80938, -0.61002], [-2.44490, 1.29117, -1.42389], [0.43096, -2.50600, -1.92230], [-1.93674, 2.29148, -0.35064], [-0.81532, -4.77044, -0.32839], [0.46732, 4.72680, -3.23068], [1.15347, -2.59120, 1.74172], [0.77710, 0.44658, -2.89369], [-2.35886, 1.71244, -2.43498], [-1.32348, -0.02342, 2.17670], [-2.51102, 2.11699, 1.77661], [1.75449, -3.50736, 1.78875], [0.67556, 2.48462, -4.33181], [-2.00033, -3.53050, -0.79248], [4.03000, -1.86240, -0.19850], [-1.08785, -3.70810, -0.20176], [0.10076, 2.77897, 0.36329], [-0.22275, 3.90625, -1.39850], [-3.88092, 3.25491, -0.19771], [3.63854, -0.16376, -0.53880], [3.28445, -0.85104, 1.05940], [0.26289, 3.81328, -2.66406], [-0.38302, 4.85795, -0.88581], [2.47665, -1.31769, -3.00466], [-2.52617, 4.25193, 0.39158], [3.29693, -1.06622, -0.01257], [-2.03689, 1.56888, 0.95717], [0.19547, -2.78654, 2.23633], [1.60586, -1.72359, -1.87715], [0.94225, -2.18370, 0.32837], [-3.49121, 1.04687, -1.18805], [1.95280, -1.48255, -0.49184], [-1.33462, -3.55550, 0.85822], [-2.77875, 4.03268, -1.34582], [1.82684, 1.34298, 2.38727], [1.91248, -1.16564, -3.93421], [-0.18893, -2.24307, -3.96231], [2.99677, -0.37818, -2.77048], [-2.22405, -0.58515, 0.74860], [-0.49212, 2.66601, -0.59835], [3.25499, -2.06962, -3.21514], [-2.83941, 3.53590, -0.37319], [-1.58104, 0.22873, 1.13653], [0.25755, -3.90810, -3.54442], [1.66908, -1.80572, 2.30040], [-1.86451, 0.35058, -1.37139], [0.32929, -0.10072, 0.14800], [1.28109, 0.75455, 1.55425], [0.22524, 1.50092, -1.10968]],
  "lowdin_charge": [-0.057, -0.004, -0.105, 0.085, -0.202, -0.028, -0.192, -0.518, 0.110, 0.119, -0.018, 0.077, 0.107, 0.069, 0.133, 0.120, 0.113, 0.092, 0.105, -0.021, 0.152, -0.023, 0.095, 0.095, 0.068, -0.078, 0.125, -0.021, 0.096, -0.047, -0.045, 0.090, -0.199, -0.343, 0.103, -0.358, 0.081, 0.092, 0.171, 0.089, 0.088, 0.093, 0.093, -0.314, 0.115, -0.033, -0.203, 0.107, 0.074, 0.054, 1.271, -0.227, -0.247]
}


ΔE to the lowest compared entry with this formula, charge and spin for every record listed, in sequence, given in kcal/mol: 6.4; 7.1; 43.0.
Energy for every record listed, in sequence, given in Ha: -1676.247517; -1785.947519; -1049.782800.